Entry from OMol25: a gas-phase ion, C3H11N2P2 (charge +1) at a distorted geometry (ωB97M-V/def2-TZVPD).

* frontier orbital gap: 8.4 eV
* total charge: +1
* SMILES: C/P=N/P(C)(C)=[NH2+]
* largest force on an atom: 0.114 Eh/bohr
* E_LUMO: -5.54 eV

Atoms and positions in Å:
C1 3.116 1.785 -0.093
C2 -0.639 -1.446 -1.425
C3 -1.960 0.703 0.246
N1 0.898 0.362 0.332
N2 -0.762 -1.371 1.596
P1 1.599 1.262 -0.960
P2 -0.520 -0.444 0.221
H1 2.804 1.695 0.932
H2 3.860 1.248 -0.521
H3 3.387 2.828 -0.307
H4 -1.622 -1.556 -1.555
H5 0.044 -2.249 -1.288
H6 -0.308 -0.726 -2.261
H7 -1.646 1.445 0.957
H8 -2.819 0.161 0.555
H9 -2.336 0.927 -0.787
H10 -1.359 -2.139 1.325
H11 0.122 -1.692 2.030